# 1
ORCA calculation (ωB97M-V/def2-TZVPD) on C21H31F5HfOP2 as an isolated structure.

```
61
Properties=species:S:1:pos:R:3:forces:R:3
P -2.223 1.775 1.219 -0.09 -0.13 -0.17
P -2.138 -0.905 -2.053 -1.09 0.76 -2.10
C -1.473 1.340 -0.372 0.13 -0.01 -0.33
C -2.412 0.801 -1.485 0.03 0.88 -1.07
H -0.694 0.599 -0.153 -0.12 0.18 0.15
H -0.979 2.254 -0.732 0.01 -0.17 0.14
H -3.477 0.861 -1.177 0.53 -0.20 -0.38
H -2.283 1.428 -2.389 -0.33 0.30 0.69
C -0.604 -1.548 -2.737 0.65 0.47 -0.19
H -0.808 -2.360 -3.458 -0.14 0.47 0.31
H 0.021 -1.969 -1.928 -0.17 0.14 -0.27
H -0.030 -0.761 -3.247 -0.04 -0.33 -0.03
C -3.644 -1.678 -2.654 -0.45 -0.22 -0.32
H -3.504 -2.081 -3.667 -0.09 0.11 0.27
H -4.471 -0.953 -2.695 0.27 -0.19 -0.01
H -3.934 -2.497 -1.979 -0.01 0.18 -0.28
C -0.870 1.942 2.393 0.05 0.07 0.20
H -1.293 2.136 3.390 0.22 0.02 -0.26
H -0.199 2.762 2.102 -0.30 -0.12 0.17
H -0.290 1.009 2.424 -0.26 0.17 0.00
C -3.146 3.328 1.125 0.07 0.08 -0.05
H -3.770 3.358 0.220 0.17 -0.10 0.29
H -2.442 4.172 1.093 -0.20 -0.24 0.00
H -3.793 3.435 2.011 0.25 -0.08 -0.29
Hf 2.272 -0.222 0.312 -2.36 -2.38 1.27
C 2.687 -0.187 -1.746 1.71 -1.24 -2.45
C 3.801 -0.785 -0.994 1.70 -0.64 -2.63
C 4.968 0.067 -0.507 0.40 -1.18 0.16
C 4.642 1.411 0.206 0.31 1.04 0.67
C 3.298 1.520 0.908 0.49 2.84 0.86
C 2.088 1.862 0.140 0.56 2.90 1.04
C 2.281 2.346 -1.298 -0.52 0.33 0.05
C 2.770 1.248 -2.282 -0.19 -0.18 -0.55
C -3.301 0.444 1.778 -0.12 -0.26 0.13
H 2.155 -0.862 -2.419 0.18 -0.08 0.30
H 4.050 -1.842 -1.167 -0.29 0.36 0.13
H 5.646 0.283 -1.354 -0.42 0.02 0.19
H 5.579 -0.539 0.189 -0.35 0.12 -0.39
H 5.418 1.558 0.983 -0.42 -0.16 -0.43
H 4.803 2.241 -0.507 -0.40 -0.34 0.26
H 3.349 1.702 1.992 -0.22 0.05 -0.43
H 1.229 2.322 0.648 0.62 -0.16 0.09
H 2.985 3.190 -1.340 -0.08 -0.27 0.30
H 1.339 2.777 -1.677 0.22 -0.36 0.29
H 2.135 1.308 -3.185 0.30 -0.19 0.46
H 3.790 1.483 -2.643 -0.35 -0.28 0.40
H -3.182 -0.442 1.135 -0.06 0.34 0.18
H -4.354 0.764 1.769 0.39 -0.14 0.04
H -3.001 0.164 2.801 -0.26 0.12 -0.32
F -1.996 -5.339 3.053 0.51 0.78 -0.20
C -1.391 -4.268 2.517 -0.41 -0.56 0.12
C -1.989 -3.625 1.431 -0.38 -0.61 0.26
F -3.172 -4.045 0.924 1.07 0.41 0.56
C -1.332 -2.557 0.878 0.18 0.37 -0.25
F -1.956 -1.882 -0.230 1.10 -2.05 3.68
C -0.073 -2.121 1.297 -0.85 -0.95 0.65
O 0.570 -1.153 0.656 0.00 0.32 0.22
C 0.482 -2.752 2.428 0.12 0.54 -0.42
F 1.675 -2.286 2.908 -0.70 -0.26 -0.51
C -0.168 -3.810 3.030 -0.18 -0.85 0.81
F 0.359 -4.421 4.112 -0.40 0.59 -1.03
```
Forces are in eV/Å.

* E_LUMO (spin up / spin down): -0.31155 / -0.31158 Ha
* highest occupied orbital energy (spin up / spin down): -11.12 / -11.12 eV
* net charge: +2
* orbital gap (spin up / spin down): 2.646 / 2.644 eV

Atomic partial charges in e from the natural (NBO) method, atoms 1 to 4: 1.581, 0.986, -0.764, -0.705

***

# 2
ORCA calculation (ωB97M-V/def2-TZVPD) on a 21-piece molecular cluster, C26H88F4O23S overall.

```
142
Properties=species:S:1:pos:R:3:forces:R:3
O -3.020 -0.420 0.685 0.74 -0.31 -0.52
S -2.366 0.791 1.077 -2.62 -0.53 0.64
O -3.264 1.895 1.274 0.50 0.53 0.22
C -1.505 0.454 2.589 1.20 0.91 -0.37
C -0.432 1.530 2.865 -0.51 -0.16 0.01
C 0.336 1.970 1.614 0.13 0.33 0.18
C 0.051 1.126 0.396 0.29 0.17 0.08
C 0.905 1.552 -0.789 -0.29 0.19 -0.19
F 0.380 1.065 -1.934 0.24 -0.02 0.13
F 0.952 2.914 -0.912 -0.07 -0.34 0.00
C 2.360 1.096 -0.631 -0.12 0.14 -0.53
F 2.966 1.156 -1.853 -0.08 -0.03 0.46
F 2.403 -0.191 -0.202 0.16 0.11 -0.11
O -1.314 1.272 -0.012 0.30 -0.25 0.37
H -1.054 -0.531 2.559 -0.21 -0.29 -0.15
H -2.282 0.483 3.342 -0.18 -0.23 0.07
H -0.934 2.393 3.288 0.02 0.16 0.12
H 0.239 1.144 3.623 0.15 -0.04 0.10
H 0.065 2.993 1.372 -0.03 0.14 -0.14
H 1.404 1.982 1.816 0.16 -0.10 0.12
H 0.277 0.081 0.603 -0.12 -0.23 -0.18
H 2.870 1.762 0.061 0.27 -0.15 0.12
C -3.548 -2.554 3.724 -0.03 0.08 0.13
O -2.875 -1.716 4.666 0.07 0.05 -0.26
H -2.796 -2.941 3.039 0.03 0.03 -0.01
H -4.038 -3.389 4.230 0.00 -0.02 -0.04
H -4.289 -1.992 3.152 0.01 -0.04 -0.05
H -3.536 -1.378 5.277 -0.01 -0.02 0.14
C 4.438 0.785 -5.359 -0.16 0.00 0.35
O 4.291 -0.103 -4.248 0.08 -0.10 -0.27
H 4.555 0.183 -6.257 0.02 -0.03 0.01
H 3.550 1.413 -5.463 0.08 0.08 -0.16
H 5.322 1.414 -5.236 -0.01 0.03 -0.12
H 4.186 0.441 -3.466 -0.05 -0.03 0.11
C 0.425 -1.548 -4.466 0.21 0.11 0.11
O 0.238 -1.594 -3.042 -0.20 -0.37 -0.09
H -0.398 -2.085 -4.927 -0.04 -0.01 0.04
H 0.419 -0.513 -4.815 -0.08 -0.01 -0.01
H 1.364 -2.030 -4.737 -0.06 -0.07 -0.05
H 0.969 -1.117 -2.646 0.06 0.09 0.06
C 4.328 -1.303 2.451 0.04 0.13 -0.13
O 4.262 0.124 2.410 -0.13 -0.03 0.09
H 3.694 -1.640 3.268 -0.01 0.06 0.04
H 3.965 -1.730 1.513 0.01 -0.07 0.05
H 5.352 -1.636 2.633 -0.04 -0.09 0.02
H 4.823 0.415 1.689 0.11 0.08 -0.01
C 1.041 -3.732 4.130 0.05 0.14 -0.22
O 0.568 -2.484 3.623 -0.03 -0.05 0.12
H 0.438 -4.001 4.993 -0.07 0.09 0.01
H 0.945 -4.515 3.374 0.03 -0.08 0.07
H 2.084 -3.652 4.447 0.00 -0.09 0.04
H 1.111 -2.267 2.862 0.03 0.03 -0.10
C 0.974 1.847 -7.295 0.07 0.33 0.04
O 2.058 2.777 -7.310 -0.04 -0.26 0.03
H 1.393 0.845 -7.350 0.05 0.00 -0.01
H 0.397 1.942 -6.372 -0.06 -0.11 -0.03
H 0.317 2.009 -8.153 -0.05 -0.13 0.02
H 1.676 3.655 -7.258 0.05 0.13 -0.01
C -5.029 3.804 3.993 0.06 -0.14 -0.08
O -4.690 2.443 4.251 -0.15 -0.05 0.00
H -5.327 4.251 4.937 0.00 -0.01 0.03
H -4.172 4.352 3.593 -0.02 0.04 0.01
H -5.859 3.878 3.285 -0.01 0.05 0.02
H -4.417 2.055 3.413 0.07 0.01 -0.18
C -1.061 -5.090 -2.794 0.11 0.13 0.02
O 0.165 -4.661 -2.205 -0.15 -0.13 0.14
H -1.087 -6.175 -2.744 0.01 -0.02 0.01
H -1.919 -4.690 -2.249 -0.03 -0.03 -0.02
H -1.122 -4.781 -3.840 -0.03 -0.03 -0.01
H 0.181 -3.697 -2.255 0.09 0.18 -0.15
C 3.489 3.565 3.489 -0.04 -0.35 0.15
O 2.899 2.356 3.984 -0.03 0.11 0.07
H 2.792 4.375 3.686 -0.03 0.01 -0.01
H 4.429 3.772 3.996 0.03 0.06 -0.02
H 3.663 3.500 2.412 0.02 0.09 -0.04
H 3.515 1.640 3.795 -0.02 -0.14 -0.29
C -7.471 0.732 2.455 0.12 0.08 0.30
O -7.626 0.684 3.870 -0.01 -0.04 -0.12
H -8.318 0.217 2.012 -0.02 -0.01 0.00
H -7.460 1.767 2.102 0.01 -0.04 -0.13
H -6.548 0.230 2.148 -0.03 0.03 -0.14
H -6.871 1.142 4.253 0.09 0.07 0.09
C 5.895 0.966 6.411 -0.20 0.14 -0.07
O 5.226 2.116 5.904 0.21 -0.17 0.02
H 6.921 1.254 6.626 0.02 0.02 0.00
H 5.429 0.611 7.334 0.05 -0.04 0.01
H 5.904 0.155 5.677 0.04 -0.03 0.02
H 4.314 1.876 5.714 -0.14 0.17 0.02
C -3.519 0.103 -2.750 0.36 -0.37 0.02
O -2.535 -0.495 -3.595 -0.30 0.10 -0.01
H -4.210 0.676 -3.366 0.08 0.00 -0.10
H -4.076 -0.670 -2.215 -0.10 0.16 0.10
H -3.038 0.769 -2.030 -0.17 0.07 0.03
H -1.942 -1.000 -3.028 0.22 0.06 -0.08
C 3.466 -4.197 -3.910 -0.24 -0.09 0.05
O 2.097 -4.409 -4.221 0.35 -0.04 -0.06
H 3.922 -3.666 -4.741 0.02 -0.02 -0.03
H 3.580 -3.593 -3.002 0.06 0.01 -0.02
H 3.996 -5.144 -3.774 0.07 0.03 0.00
H 1.691 -4.874 -3.477 -0.23 0.18 0.01
C 6.310 6.652 2.112 0.10 -0.19 0.05
O 5.753 5.430 2.603 -0.04 0.23 -0.07
H 5.595 7.441 2.325 -0.03 0.01 0.01
H 7.247 6.881 2.624 -0.02 0.11 -0.02
H 6.480 6.608 1.034 -0.02 0.02 0.00
H 6.385 4.730 2.424 0.05 -0.09 0.04
C -2.293 -5.017 6.686 0.05 0.24 -0.11
O -2.450 -3.609 6.767 0.04 -0.29 0.18
H -2.811 -5.456 7.535 -0.01 0.01 0.02
H -2.730 -5.416 5.765 0.02 -0.06 0.03
H -1.238 -5.307 6.734 -0.01 -0.07 0.01
H -2.014 -3.201 6.012 -0.15 0.20 -0.10
C -5.021 3.337 -1.606 -0.21 -0.21 0.06
O -6.352 2.859 -1.791 0.10 0.16 -0.05
H -5.021 4.403 -1.822 -0.06 0.02 -0.01
H -4.690 3.181 -0.577 0.11 0.03 -0.03
H -4.331 2.839 -2.291 0.10 0.08 0.04
H -6.358 1.918 -1.598 -0.04 -0.08 0.02
C -6.492 -2.788 -2.848 0.06 0.27 -0.09
O -6.711 -1.380 -2.911 -0.07 -0.15 0.09
H -7.021 -3.160 -1.975 -0.02 0.01 0.02
H -6.881 -3.289 -3.738 0.01 -0.10 0.04
H -5.428 -3.016 -2.743 -0.02 -0.08 0.00
H -6.243 -1.047 -3.680 0.05 0.09 -0.04
C 7.544 6.074 5.794 -0.14 0.10 -0.07
O 6.839 7.238 5.376 0.13 -0.09 0.06
H 8.554 6.382 6.051 0.02 0.03 0.00
H 7.079 5.619 6.672 0.04 -0.04 0.00
H 7.591 5.331 4.992 0.02 -0.03 0.03
H 5.948 6.965 5.146 -0.08 -0.01 -0.06
C -7.271 -5.249 -6.462 0.12 0.15 0.05
O -6.039 -4.786 -5.916 -0.13 -0.14 -0.03
H -7.273 -6.333 -6.380 0.02 -0.02 0.01
H -8.126 -4.853 -5.908 -0.03 -0.04 -0.03
H -7.367 -4.975 -7.516 -0.04 -0.04 -0.01
H -6.029 -3.830 -5.989 0.08 0.10 -0.02
C 3.855 -1.866 -8.346 -0.05 -0.02 0.32
O 3.712 -2.749 -7.240 0.05 0.00 -0.17
H 3.964 -2.471 -9.241 0.00 -0.05 0.01
H 2.970 -1.232 -8.455 0.05 0.06 -0.10
H 4.744 -1.239 -8.233 -0.02 0.05 -0.11
H 3.609 -2.218 -6.445 -0.03 0.02 0.09
```
Forces are in eV/Å.

* E_LUMO: -0.01303 Ha
* highest occupied orbital energy: -9.81 eV
* net charge: 0
* orbital gap: 9.460 eV

Atomic partial charges in e from the Mulliken method, atoms 1 to 4: -0.649, 1.229, -0.576, -0.443

***

So what do the calculations give for max |F|? Going down the list: 0.085; 0.053 Eh/bohr.
So what do the calculations give for E_tot? Going down the list: -2123.23567; -3571.22888 hartree.
So what do the calculations give for relative energy (zero: lowest compared OMol25 entry of this formula, charge and spin)? Going down the list: 463.08; 0.00 kJ/mol.